C46H39AgBrN2O2P2S2Si | the ωB97M-V functional and the def2-TZVPD basis

The geometry in XYZ format:
```
96
C46H39AgBrN2O2P2S2Si | the OMol25 dataset | the ωB97M-V functional and the def2-TZVPD basis
Ag -0.11686 0.94904 -0.97191
C 1.49243 4.24086 0.71031
Si 0.78581 2.46482 0.75524
C -0.42519 2.52637 2.24993
C -0.48766 3.64110 3.09768
C -1.39070 3.72421 4.14577
C -2.26739 2.67397 4.38498
C -2.22714 1.55911 3.56475
C -1.32705 1.47822 2.50176
P -1.30237 -0.01989 1.41193
C -0.96768 -1.31611 2.67006
C -0.03276 -1.04786 3.67408
C 0.36444 -2.03791 4.55954
C -0.16766 -3.31774 4.46041
C -1.08327 -3.59914 3.45634
C -1.47202 -2.61143 2.56131
C -3.09069 -0.24545 1.02629
C -3.51312 0.18003 -0.23220
C -4.84337 0.08524 -0.61196
C -5.77564 -0.46412 0.25702
C -5.36595 -0.91368 1.50475
C -4.03584 -0.80271 1.88553
C 2.28817 1.54288 1.57373
C 2.68326 1.91574 2.86938
C 3.80925 1.39690 3.48141
C 4.60188 0.47849 2.79945
C 4.23589 0.08327 1.52801
C 3.08104 0.58984 0.91668
P 2.57810 -0.09861 -0.72068
C 4.23891 -0.13607 -1.53032
C 5.01962 -1.25802 -1.78768
C 6.24877 -1.13552 -2.42761
C 6.72021 0.10833 -2.81538
C 5.95111 1.23776 -2.56041
C 4.72417 1.11238 -1.93244
C 2.30721 -1.86006 -0.28591
C 2.11285 -2.29955 1.02047
C 1.80274 -3.62893 1.28269
C 1.70437 -4.54049 0.24379
C 1.88118 -4.11082 -1.06539
C 2.15251 -2.77881 -1.32700
H 2.08804 4.47587 1.59811
H 0.69015 4.97955 0.62234
H 2.13713 4.35721 -0.16463
H 0.18797 4.47184 2.92739
H -1.41248 4.60670 4.77538
H -2.97825 2.72283 5.20108
H -2.90990 0.74191 3.75947
H 0.39218 -0.05340 3.75762
H 1.09346 -1.80899 5.32746
H 0.13705 -4.09102 5.15509
H -1.48973 -4.59836 3.35647
H -2.15352 -2.85609 1.75544
H -2.78912 0.59525 -0.92515
H -5.14543 0.43036 -1.59347
H -6.81391 -0.55238 -0.03885
H -6.08316 -1.35621 2.18562
H -3.73514 -1.18125 2.85496
H 2.07923 2.63760 3.41059
H 4.07592 1.70696 4.48567
H 5.49378 0.07055 3.26005
H 4.84353 -0.64735 1.00549
H 4.68194 -2.23748 -1.47609
H 6.84193 -2.02234 -2.61636
H 7.67809 0.19995 -3.31217
H 6.30616 2.21659 -2.85874
H 4.12416 1.99655 -1.74241
H 2.18568 -1.60139 1.84412
H 1.62693 -3.94096 2.30475
H 1.46137 -5.57591 0.44854
H 1.76198 -4.80643 -1.88690
H 2.21910 -2.43614 -2.35395
Br -2.64855 3.95558 -0.04058
C -2.50207 3.66484 -1.91366
C -2.96027 4.64672 -2.77855
C -2.84361 4.39527 -4.13602
C -2.30488 3.19177 -4.55948
C -1.87018 2.28506 -3.60356
N -1.95854 2.53246 -2.29504
C -1.31297 0.92544 -4.02414
O -1.66642 0.52510 -5.14240
O -0.55699 0.32791 -3.20976
H -3.38819 5.56041 -2.39352
H -3.18109 5.13240 -4.85431
H -2.22004 2.92608 -5.60283
S -1.26394 -2.54905 -1.00973
C -2.00160 -2.77700 -2.46510
N -1.64745 -2.22249 -3.61973
C -2.36591 -2.58824 -4.82579
C -3.67494 -3.25053 -4.38501
S -3.37320 -3.86452 -2.69820
H -1.00110 -1.42773 -3.60079
H -1.76668 -3.27965 -5.42585
H -2.53841 -1.68918 -5.41350
H -3.93761 -4.08788 -5.02761
H -4.50205 -2.54242 -4.36613
```

Energy relative to the best compared isomer or geometry (same formula, charge and spin) ... 0.0 kcal/mol
Strongest force on any atom ... 0.00888 Eh/bohr
HOMO-LUMO gap ... 0.2153 Eh
HOMO energy ... -0.1273 Eh
Charge ... -1

Löwdin atomic charge list, values in e, 4 entries: Ag 0.459; C -0.262; Si 0.500; C -0.364